## P
Computed, not measured: 10 unconnected molecules or ions with the total composition H20O10, with the ωB97M-V functional and the def2-TZVPD basis.

Last column: Mulliken charge in e.
CARTESIAN COORDINATES (ANGSTROEM)
O -2.306 -0.308 1.664  -0.5933
H -2.532 0.438 1.078  0.3935
H -3.002 -0.800 2.095  0.2409
O 0.792 0.616 -2.072  -0.7422
H 1.280 -0.073 -1.585  0.4477
H 1.387 0.812 -2.801  0.2789
O 0.254 -2.724 -0.499  -0.6029
H -0.464 -3.374 -0.436  0.3177
H -0.424 -2.067 -0.863  0.3056
O -2.927 1.912 0.102  -0.7161
H -2.308 2.668 0.052  0.3582
H -3.049 1.698 -0.829  0.3071
O -0.511 3.174 -0.420  -0.6015
H -0.030 2.398 -0.739  0.3192
H 0.061 3.911 -0.686  0.2795
O 2.899 -1.009 -1.778  -0.7023
H 3.642 -1.061 -1.142  0.3007
H 2.848 -1.989 -1.775  0.3320
O -1.347 -0.940 -1.303  -0.7022
H -1.882 -0.429 -0.692  0.2577
H -0.521 -0.532 -1.628  0.4611
O 0.275 2.006 1.842  -0.5919
H 0.766 2.581 2.433  0.2736
H 0.951 1.400 1.503  0.3065
O 0.147 -1.119 1.638  -0.5235
H -0.661 -1.502 1.304  0.2811
H -0.193 -0.321 2.055  0.2938
O 2.695 -1.845 1.156  -0.6750
H 2.053 -2.067 1.837  0.3236
H 2.106 -1.453 0.488  0.3725

Its SMILES is O.O.O.O.O.O.O.O.O.O.

---

## Q
Computed, not measured: 10 unconnected molecules or ions with the total composition H20O10, with the ωB97M-V functional and the def2-TZVPD basis.

Last column: Mulliken charge in e.
CARTESIAN COORDINATES (ANGSTROEM)
O 39.724 36.265 10.289  -0.6362
H 39.179 35.971 11.079  0.2712
H 40.182 37.135 10.578  0.4232
O 45.015 39.267 11.258  -0.6943
H 44.699 39.702 10.294  0.3591
H 44.475 38.377 11.362  0.3668
O 42.318 39.791 9.348  -0.6714
H 41.746 39.097 9.825  0.3987
H 42.521 40.421 10.089  0.2978
O 41.103 42.550 11.912  -0.6214
H 40.747 43.104 11.282  0.2665
H 40.478 41.907 12.292  0.4001
O 42.784 35.790 8.593  -0.6678
H 42.991 36.279 9.452  0.4161
H 43.526 35.137 8.398  0.2793
O 38.934 41.005 12.311  -0.6689
H 38.476 40.414 11.720  0.2990
H 38.788 40.803 13.243  0.3152
O 43.626 36.580 11.101  -0.6655
H 44.358 35.876 11.344  0.3182
H 43.028 36.550 11.826  0.3279
O 42.229 40.025 13.198  -0.6165
H 42.779 39.261 13.493  0.2524
H 42.919 40.442 12.710  0.3378
O 42.377 37.019 13.526  -0.5948
H 42.698 36.784 14.315  0.2487
H 41.473 36.639 13.652  0.2704
O 41.132 38.298 11.386  -0.4624
H 41.996 37.975 11.705  0.1495
H 40.805 39.076 11.863  0.3011

Its SMILES is O.O.O.O.O.O.O.O.O.O.

---

Last place for stability: Q

---

## P
Computed, not measured: 10 unconnected molecules or ions with the total composition H20O10, with the ωB97M-V functional and the def2-TZVPD basis.

Last column: Mulliken charge in e.
CARTESIAN COORDINATES (ANGSTROEM)
O 0.314 0.379 -1.435  -0.6639
H 1.135 0.216 -1.914  0.2764
H 0.585 0.416 -0.511  0.4122
O 0.265 -0.366 4.605  -0.6119
H 0.374 -0.159 3.670  0.2900
H 0.732 0.345 5.059  0.3085
O 1.708 -1.289 -0.189  -0.5884
H 2.500 -0.820 -0.475  0.2739
H 1.412 -1.755 -0.979  0.2307
O -3.939 1.376 -1.624  -0.5048
H -4.104 1.238 -2.564  0.2643
H -4.726 1.023 -1.194  0.2206
O -0.323 -3.358 -1.092  -0.6468
H 0.050 -3.474 -1.973  0.3121
H -0.865 -2.565 -1.170  0.3260
O -1.849 0.653 -1.064  -0.4430
H -1.407 0.957 -0.263  0.2187
H -1.687 -0.297 -1.074  0.2501
O -2.319 2.836 -2.034  -0.5070
H -1.950 3.612 -1.599  0.2286
H -1.808 2.756 -2.847  0.2709
O 1.790 -2.617 2.023  -0.6010
H 2.510 -2.314 2.588  0.3203
H 1.444 -1.809 1.630  0.3387
O 2.706 -0.282 2.331  -0.6045
H 3.287 0.451 2.564  0.2712
H 2.854 -0.408 1.387  0.3188
O 1.295 2.330 -1.351  -0.5316
H 0.607 2.263 -0.678  0.2913
H 1.875 3.027 -1.024  0.2795

Its SMILES is O.O.O.O.O.O.O.O.O.O.

---

## Q
Computed, not measured: 10 unconnected molecules or ions with the total composition H20O10, with the ωB97M-V functional and the def2-TZVPD basis.

Last column: Mulliken charge in e.
CARTESIAN COORDINATES (ANGSTROEM)
O 1.443 -2.698 1.491  -0.6111
H 1.923 -3.440 1.830  0.2670
H 0.985 -2.867 0.693  0.2834
O -3.298 0.257 0.032  -0.6143
H -2.573 -0.117 0.496  0.2286
H -2.910 0.843 -0.615  0.4014
O 1.173 3.619 -1.145  -0.6194
H 2.016 3.176 -1.408  0.3172
H 1.288 3.643 -0.188  0.2946
O -1.191 -2.320 2.130  -0.5179
H -2.008 -1.825 2.127  0.2766
H -1.143 -3.132 2.604  0.2815
O 1.126 2.321 2.931  -0.6285
H 1.554 3.081 2.440  0.3000
H 0.150 2.529 2.997  0.3293
O 2.906 0.989 -1.613  -0.6861
H 2.019 1.007 -1.249  0.4643
H 3.093 0.064 -1.692  0.3090
O -1.349 -3.586 -0.701  -0.5966
H -2.214 -3.275 -0.495  0.3153
H -0.707 -2.900 -0.624  0.2523
O -2.471 2.722 -1.057  -0.7031
H -3.360 2.549 -1.513  0.3450
H -1.938 2.893 -1.852  0.3345
O 0.316 -0.739 -2.411  -0.6118
H 0.242 -1.561 -2.880  0.3094
H 0.277 -0.844 -1.464  0.3226
O 1.331 0.017 0.126  -0.6274
H 1.095 -0.707 0.734  0.2789
H 2.223 0.300 0.279  0.3056

Its SMILES is O.O.O.O.O.O.O.O.O.O.

---

Last place for stability: P

---

## P
Computed, not measured: 10 unconnected molecules or ions with the total composition H20O10, with the ωB97M-V functional and the def2-TZVPD basis.

Last column: Mulliken charge in e.
CARTESIAN COORDINATES (ANGSTROEM)
O 0.975 0.431 -0.155  -0.5603
H 1.044 1.142 -0.802  0.2238
H 0.559 0.849 0.608  0.3032
O -1.641 -0.880 0.789  -0.4741
H -0.857 -0.521 1.220  0.1639
H -2.333 -0.798 1.455  0.2596
O 3.181 2.731 -0.624  -0.6141
H 2.616 2.605 -1.395  0.3195
H 4.070 2.564 -0.956  0.3129
O -0.292 -2.846 3.474  -0.6069
H -0.071 -1.974 3.130  0.2935
H -0.037 -2.804 4.402  0.3142
O -0.135 -3.048 -1.664  -0.4844
H -0.292 -3.989 -1.804  0.2688
H 0.593 -2.840 -2.259  0.2628
O 6.045 -0.332 0.102  -0.6410
H 5.149 -0.037 -0.098  0.3206
H 6.164 -0.106 1.031  0.3204
O -1.643 2.493 1.011  -0.5464
H -1.792 1.745 1.601  0.2631
H -2.477 2.589 0.538  0.3227
O -1.780 -0.926 -2.509  -0.5561
H -2.280 -0.266 -3.002  0.2449
H -1.356 -0.423 -1.805  0.2970
O -1.971 -2.246 -0.802  -0.4957
H -2.021 -2.337 0.156  0.2914
H -2.302 -3.087 -1.136  0.2209
O -2.566 4.480 0.314  -0.6727
H -3.504 4.654 0.177  0.3177
H -2.253 4.188 -0.549  0.3309

Its SMILES is O.O.O.O.O.O.O.O.O.O.

---

## Q
Computed, not measured: 10 unconnected molecules or ions with the total composition H20O10, with the ωB97M-V functional and the def2-TZVPD basis.

Last column: Mulliken charge in e.
CARTESIAN COORDINATES (ANGSTROEM)
O 1.455 0.825 -3.300  -0.6227
H 1.198 1.492 -2.643  0.3432
H 0.674 0.701 -3.847  0.3055
O -2.169 2.826 -0.393  -0.6442
H -2.964 3.356 -0.286  0.2968
H -2.363 1.977 0.038  0.3548
O 2.292 -1.751 -1.801  -0.6526
H 2.315 -1.061 -2.476  0.3403
H 1.794 -1.339 -1.085  0.3465
O 0.515 2.529 -1.147  -0.6539
H 0.959 3.331 -1.445  0.3507
H -0.380 2.818 -0.892  0.2756
O -2.362 0.428 1.153  -0.7201
H -2.409 -0.536 1.330  0.3565
H -2.973 0.808 1.793  0.3236
O 1.390 -1.773 2.333  -0.6351
H 1.075 -1.182 3.023  0.3091
H 0.985 -1.422 1.522  0.2962
O 3.323 1.889 0.365  -0.6177
H 2.423 2.005 0.042  0.3169
H 3.399 2.496 1.107  0.3005
O 0.002 -3.782 0.483  -0.6279
H 0.694 -3.308 0.962  0.3569
H -0.803 -3.293 0.676  0.3368
O 0.355 -0.315 0.052  -0.4851
H -0.537 -0.371 0.421  0.2590
H 0.373 0.532 -0.414  0.2807
O -2.501 -2.335 1.539  -0.7318
H -2.844 -2.645 0.690  0.3534
H -2.917 -2.903 2.198  0.2882

Its SMILES is O.O.O.O.O.O.O.O.O.O.

---

## R
Computed, not measured: 10 unconnected molecules or ions with the total composition H20O10, with the ωB97M-V functional and the def2-TZVPD basis.

Last column: Mulliken charge in e.
CARTESIAN COORDINATES (ANGSTROEM)
O -2.226 10.994 1.306  -0.6557
H -2.558 11.432 2.095  0.3015
H -2.955 11.039 0.666  0.4035
O -5.752 13.251 2.960  -0.6079
H -5.576 12.314 2.802  0.3113
H -5.641 13.677 2.107  0.2982
O -8.642 10.343 -2.110  -0.6270
H -8.674 9.642 -2.767  0.3032
H -8.282 9.916 -1.326  0.3911
O -6.802 10.380 0.814  -0.4458
H -5.851 10.239 0.735  0.2476
H -7.195 9.497 0.847  0.2605
O -9.249 10.182 2.680  -0.6478
H -8.340 10.339 2.952  0.2971
H -9.397 10.814 1.964  0.4023
O -4.372 11.286 -0.461  -0.7252
H -4.744 11.018 -1.308  0.3125
H -4.846 12.090 -0.226  0.3155
O -6.778 6.282 -0.611  -0.6090
H -7.154 6.893 0.029  0.3063
H -6.797 5.423 -0.180  0.3121
O -8.707 8.543 0.243  -0.6268
H -9.061 7.772 0.697  0.2554
H -9.417 9.193 0.295  0.2573
O -8.914 12.144 0.621  -0.6544
H -8.824 12.912 0.053  0.3225
H -8.067 11.673 0.585  0.2918
O -4.806 10.326 3.243  -0.5699
H -4.726 10.372 4.201  0.2836
H -3.996 9.892 2.949  0.2961

Its SMILES is O.O.O.O.O.O.O.O.O.O.

---

Last place for stability: P

---

## P
Computed, not measured: 10 unconnected molecules or ions with the total composition H20O10, with the ωB97M-V functional and the def2-TZVPD basis.

Last column: Mulliken charge in e.
CARTESIAN COORDINATES (ANGSTROEM)
O 0.557 0.378 1.171  -0.5850
H 1.518 0.300 1.169  0.3615
H 0.292 0.036 0.310  0.1862
O -4.202 -1.067 -1.358  -0.6192
H -3.458 -1.679 -1.388  0.3136
H -4.310 -0.784 -2.273  0.3055
O 5.868 1.000 0.743  -0.6230
H 5.362 1.511 1.386  0.3137
H 6.776 1.059 1.059  0.3109
O 1.178 -1.997 0.855  -0.5880
H 0.315 -2.421 0.914  0.3069
H 1.537 -2.069 1.746  0.2990
O -2.736 0.663 -0.558  -0.5295
H -2.850 1.504 -1.014  0.2502
H -2.475 0.051 -1.256  0.2880
O 2.110 -2.683 -1.388  -0.5951
H 1.739 -3.553 -1.572  0.2850
H 2.682 -2.828 -0.626  0.3148
O -2.965 -1.631 1.857  -0.5777
H -2.827 -2.306 2.532  0.2822
H -3.923 -1.538 1.811  0.3038
O -3.179 2.716 0.635  -0.5811
H -3.213 3.460 1.247  0.2791
H -3.135 3.128 -0.235  0.2798
O 0.738 2.709 -0.854  -0.6223
H 0.392 1.916 -0.430  0.3518
H 1.691 2.651 -0.718  0.3084
O 2.386 0.308 -1.533  -0.5563
H 2.436 1.231 -1.259  0.2358
H 1.698 -0.066 -0.972  0.3009

Its SMILES is O.O.O.O.O.O.O.O.O.O.

---

## Q
Computed, not measured: 10 unconnected molecules or ions with the total composition H20O10, with the ωB97M-V functional and the def2-TZVPD basis.

Last column: Mulliken charge in e.
CARTESIAN COORDINATES (ANGSTROEM)
O 14.729 -18.011 13.029  -0.4053
H 15.047 -17.522 12.258  0.2474
H 14.002 -18.542 12.670  0.2803
O 15.421 -14.301 13.456  -0.6558
H 15.788 -14.615 12.616  0.3677
H 14.797 -13.615 13.199  0.3192
O 14.779 -21.876 13.836  -0.6245
H 13.925 -22.280 13.661  0.2948
H 14.809 -21.088 13.280  0.3394
O 16.595 -15.642 11.342  -0.6529
H 15.977 -16.254 10.918  0.3415
H 17.448 -15.779 10.919  0.3252
O 13.098 -19.930 11.752  -0.5980
H 12.811 -20.842 11.850  0.2602
H 12.425 -19.520 11.184  0.2788
O 17.931 -19.130 12.454  -0.6395
H 17.334 -18.439 12.159  0.3251
H 17.897 -19.050 13.414  0.3642
O 12.711 -15.307 13.873  -0.6501
H 13.469 -14.752 14.092  0.3182
H 13.072 -16.201 13.893  0.3330
O 17.094 -17.260 14.527  -0.6640
H 17.087 -16.433 14.031  0.3017
H 16.245 -17.671 14.310  0.3430
O 11.230 -17.839 10.844  -0.6691
H 10.998 -17.501 9.972  0.3339
H 12.009 -17.329 11.101  0.3130
O 14.848 -17.650 10.234  -0.6818
H 15.642 -17.609 9.686  0.2925
H 14.304 -18.320 9.804  0.2618

Its SMILES is O.O.O.O.O.O.O.O.O.O.

---

Last place for stability: P